# 1
2 unconnected molecules or ions with the total composition C27H32N4O3S2. Source: the Open Molecules 2025 dataset; level of theory: ωB97M-V/def2-TZVPD.

Calculated values
Lowest unoccupied orbital energy (eV): -2.37
Gap between HOMO and LUMO (eV): 4.08

Each line ends with the Mulliken charge.
CARTESIAN COORDINATES (ANGSTROEM)
C -7.90891 -1.23001 -0.44689  -0.5447
C -7.93876 -2.70794 -0.86163  -0.4812
C -6.47190 -3.20014 -0.94545  -0.6972
N -5.68083 -2.01501 -0.67346  0.0840
C -4.32104 -1.98370 -0.83192  0.1889
S -3.43560 -3.39799 -1.02201  -0.4384
S -3.63704 -0.44494 -0.93324  -0.3572
C -6.43832 -0.79612 -0.43912  -0.3397
H -8.46360 -0.58705 -1.13310  0.2701
H -8.34450 -1.06690 0.54318  0.2830
H -8.50560 -3.30668 -0.14560  0.2659
H -8.41791 -2.81687 -1.83701  0.2524
H -6.29651 -3.99421 -0.20203  0.2966
H -6.23516 -3.62305 -1.93782  0.3426
H -6.25058 -0.04698 -1.23031  0.3683
H -6.18274 -0.32089 0.52574  -0.0017
C 5.27213 2.66246 -0.90884  -0.9868
N 4.36995 1.55832 -0.68779  0.2638
C 4.75633 0.27137 -0.93350  0.2391
O 5.84211 -0.07345 -1.39067  -0.6990
C 3.59549 -0.62868 -0.52890  -0.2863
C 3.96185 -1.42287 0.73481  -0.4566
C 5.09172 -2.39358 0.48542  0.6132
C 6.21146 -2.40769 1.32613  -0.4964
C 7.32929 -3.18174 0.98527  -0.5096
C 7.31074 -3.98759 -0.16263  -0.4551
C 6.14465 -4.05157 -0.93834  -0.6666
C 5.02952 -3.27215 -0.60350  -0.2345
N 2.50057 0.33620 -0.37533  0.5534
C 1.22123 -0.06471 -0.28156  -0.0197
C 0.15820 0.78402 0.01852  -0.0645
C -1.19252 0.43430 0.05813  -0.6665
C -2.12135 1.37182 0.62444  0.1660
C -3.20870 0.96103 1.46789  -0.1510
C -4.06926 1.87462 2.03182  -0.5028
C -3.91998 3.25174 1.73192  -0.0281
N -4.99945 4.16490 1.86275  0.9165
O -4.79957 5.34485 1.47917  -0.5770
O -6.09585 3.76960 2.31409  -0.5629
C -2.78714 3.70248 1.02420  -0.6099
C -1.95348 2.77579 0.42826  -0.2640
C 2.96131 1.73645 -0.35417  -0.0257
C 2.83446 2.37333 1.04038  -1.4876
C 2.28820 2.63384 -1.40347  -1.3772
H 6.27527 2.26473 -1.08137  0.3696
H 4.96381 3.24568 -1.78611  0.3113
H 5.27832 3.32110 -0.03240  0.3150
H 3.35225 -1.30762 -1.36072  0.4760
H 4.24414 -0.70724 1.52635  0.2235
H 3.06747 -1.97151 1.06818  0.4173
H 6.22460 -1.77941 2.21973  0.3277
H 8.22774 -3.14164 1.60151  0.3595
H 8.19670 -4.56291 -0.44860  0.3628
H 6.11249 -4.69278 -1.81990  0.3699
H 4.12628 -3.32282 -1.21675  0.3558
H 1.04086 -1.13838 -0.43254  0.5672
H 0.40815 1.81420 0.29715  -0.1327
H -1.43136 -0.60074 -0.19461  0.3606
H -3.36671 -0.09038 1.70473  0.6229
H -4.90368 1.57577 2.67690  0.4308
H -2.64629 4.77665 0.91099  0.4657
H -1.18887 3.15381 -0.26550  0.3928
H 3.50029 1.86060 1.74937  0.3495
H 3.11463 3.43479 0.98228  0.4743
H 1.81124 2.30641 1.42021  0.3673
H 2.55891 2.29000 -2.41019  0.3973
H 1.20072 2.61872 -1.31640  0.2637
H 2.63011 3.66836 -1.26614  0.4361


# 2
A molecular structure, C45H47MnN5O7S. Source: the Open Molecules 2025 dataset; level of theory: ωB97M-V/def2-TZVPD.

Calculated values
Lowest unoccupied orbital energy (alpha / beta) (eV): -0.49 / -0.51
Spin multiplicity: 6
ΔE to the lowest compared entry with this formula, charge and spin (eV): 0.000
Gap between HOMO and LUMO (alpha / beta) (eV): 6.02 / 6.05

Each line ends with the Mulliken charge.
CARTESIAN COORDINATES (ANGSTROEM)
Mn -0.67097 0.90027 0.98230  2.2527
O -5.88078 4.08013 1.90653  -0.6062
C -4.87201 3.43981 1.77308  0.3066
C -3.48041 3.82849 2.25885  0.2267
O -3.17909 4.85660 2.83138  -0.6929
C -2.59300 2.73203 1.84969  0.7049
C -3.32367 1.73974 1.17298  0.5413
O -2.76693 0.68425 0.67515  -0.7214
C -4.73171 2.10664 1.05598  -0.0377
O -5.61013 1.49787 0.47851  -0.6878
O -1.31610 2.66587 2.03017  -0.9666
O -0.70955 1.95788 -1.00861  -0.5237
S -1.94733 2.67187 -1.50778  1.0362
C -1.65949 2.73788 -3.29578  -1.2799
C -1.82235 1.34022 -3.82573  0.0929
C -3.06171 0.88559 -4.26768  -0.0025
C -3.21810 -0.42698 -4.69386  -1.0235
C -2.13933 -1.30029 -4.67087  -0.1436
C -0.90049 -0.85295 -4.23091  -0.4915
C -0.74302 0.46016 -3.81130  -0.0103
C -1.69709 4.44114 -1.09475  -1.0533
C -0.26710 4.87246 -1.18225  0.1490
C 0.58379 4.63025 -0.10524  0.0229
C 1.91939 4.99820 -0.18194  -0.6294
C 2.41743 5.60674 -1.32778  -0.5258
C 1.57268 5.85248 -2.40116  -0.6920
C 0.23512 5.48585 -2.32678  -0.3766
H -0.65070 3.12621 -3.44522  0.3811
H -2.38817 3.43280 -3.71876  0.6734
H -3.91308 1.55823 -4.26954  0.3994
H -4.18758 -0.76976 -5.03427  0.3171
H -2.26392 -2.32801 -4.99022  0.4205
H -0.05564 -1.53115 -4.20999  0.4006
H 0.21852 0.80876 -3.45302  0.1395
H -2.07333 4.52047 -0.07386  0.1378
H -2.36156 5.00903 -1.74921  0.8035
H 0.19112 4.15949 0.79139  0.3067
H 2.57094 4.81596 0.66500  0.4194
H 3.45839 5.90158 -1.37920  0.4286
H 1.95061 6.34035 -3.29128  0.4042
H -0.42835 5.69645 -3.15932  0.4433
C -3.08923 -6.35391 -3.15686  -1.5286
C -2.66792 -5.05735 -2.52498  0.6666
C -3.56225 -4.00654 -2.37996  -1.2442
C -3.18649 -2.80379 -1.79637  0.6312
C -4.21665 -1.70633 -1.66790  -1.0891
C -1.85842 -2.65795 -1.34204  0.3341
C -1.51263 -1.34515 -0.80993  0.7322
O -0.47990 -1.03251 -0.22090  -0.6103
C -0.94287 -3.72431 -1.45592  1.2688
C 0.49359 -3.64019 -1.00641  -1.3168
C -1.36767 -4.89882 -2.05413  -1.0073
H -4.11832 -6.30759 -3.51011  0.3736
H -3.01268 -7.17374 -2.43987  0.3500
H -2.44658 -6.60147 -4.00336  0.3409
H -4.58411 -4.12701 -2.72325  0.3309
H -5.20351 -2.09595 -1.91406  0.4508
H -4.00022 -0.88963 -2.36107  -0.0271
H -4.26456 -1.26771 -0.67024  0.3317
H -2.26827 -0.56829 -0.95286  -0.2353
H 0.61761 -3.02653 -0.12103  -0.1357
H 1.10893 -3.18549 -1.78855  0.2830
H 0.88176 -4.64230 -0.82271  0.4878
H -0.66670 -5.72249 -2.15240  0.4225
N 3.91267 -6.69693 7.17113  -0.4878
C 3.34783 -5.81147 6.70620  0.0121
C 2.64519 -4.70160 6.12129  0.4649
C 2.79864 -4.41718 4.76819  -0.9476
C 2.13542 -3.34238 4.20540  -0.2334
C 1.30172 -2.55696 4.98987  0.8878
C 1.13778 -2.84144 6.33839  -0.5337
C 1.81393 -3.90677 6.90489  -0.8613
N 0.61670 -1.46101 4.40888  0.3793
C 0.27114 -0.27156 5.02988  -0.2984
C -0.35870 0.47571 4.08768  -1.2476
N -0.41831 -0.23682 2.90618  -0.0563
C 0.17564 -1.37882 3.12627  -0.8113
H 3.44968 -5.03207 4.16187  0.4280
H 2.28635 -3.10394 3.16048  0.4883
H 0.46481 -2.24665 6.94087  0.4675
H 1.68790 -4.13348 7.95465  0.4430
H 0.53078 -0.06443 6.05337  0.4557
H -0.76511 1.47437 4.14171  0.5631
H 0.26990 -2.18420 2.41391  0.5963
C 5.84691 0.25688 -0.00393  -1.1353
C 5.09916 1.48144 0.50711  -0.7658
N 3.69717 1.50895 0.10539  0.5506
C 3.42074 1.78082 -1.30445  -0.6071
C 2.91898 0.55858 -2.06736  -0.3775
C 2.66676 1.30633 0.96797  1.1295
C 2.98190 0.88087 2.37629  -1.4033
N 1.42925 1.46024 0.64231  -0.0062
H 6.88196 0.27166 0.34279  0.4254
H 5.86130 0.22718 -1.09521  0.2964
H 5.37552 -0.66152 0.35431  0.2633
H 5.57596 2.39170 0.13299  0.4131
H 5.16146 1.52975 1.58998  0.4402
H 4.35122 2.13769 -1.74576  0.5589
H 2.71358 2.61059 -1.38741  -0.4344
H 3.63051 -0.26510 -1.98212  0.4075
H 2.80239 0.80000 -3.12618  0.4401
H 1.95647 0.21252 -1.68642  -0.3443
H 3.45316 1.69306 2.93329  0.4401
H 3.65496 0.02093 2.39794  0.4069
H 2.05034 0.63135 2.87411  -0.2898
H 1.30815 1.80612 -0.30651  -0.4699


# 3
A molecular structure, C3H9NO2S. Source: the Open Molecules 2025 dataset; level of theory: ωB97M-V/def2-TZVPD.

Calculated values
Lowest unoccupied orbital energy (eV): -2.97
ΔE to the lowest compared entry with this formula, charge and spin (eV): 5.998
Gap between HOMO and LUMO (eV): 6.93

Each line ends with the Mulliken charge.
CARTESIAN COORDINATES (ANGSTROEM)
C 0.26928 -0.94086 0.19542  -0.0606
C -0.71419 -1.80299 0.22990  -0.6806
S -2.67931 0.53422 0.09628  -0.5135
C 0.09641 0.60878 0.05004  0.7438
N 0.00869 1.24932 1.31832  -0.4388
O 0.96203 1.13258 -0.68623  -0.6569
H 1.29981 -1.23043 0.29825  0.3763
H -1.05658 0.77865 -0.44865  0.1425
H -1.74072 -1.49025 0.22065  0.1085
H -0.56872 -2.87020 0.29278  0.2658
H -3.87310 0.89050 -0.41046  0.1619
H -0.95771 1.40395 1.47654  0.2723
H 0.54698 2.10514 1.30059  0.2546
H 3.41921 -0.15574 -1.82786  0.2738
H 2.14145 0.23323 -0.97286  0.4439
O 2.84648 -0.44592 -1.13270  -0.6929


# 4
A single C8H13F2NO molecule. Source: the Open Molecules 2025 dataset; level of theory: ωB97M-V/def2-TZVPD.

Calculated values
Lowest unoccupied orbital energy (alpha / beta) (eV): 0.93 / -2.35
Spin multiplicity: 3
Gap between HOMO and LUMO (alpha / beta) (eV): 8.14 / 7.40

Each line ends with the Mulliken charge.
CARTESIAN COORDINATES (ANGSTROEM)
C 1.31047 -0.98801 -0.84749  0.4859
C 0.06238 -0.66056 -1.89493  -0.6217
C -1.24278 -0.15135 -1.31402  -0.6799
C -1.32644 1.27632 -0.81791  -0.7932
C -0.69555 1.55249 0.54210  0.6097
C 0.83234 1.57467 0.37804  -0.0100
C -1.04070 0.43152 1.61104  -1.0294
C 1.51614 -2.03660 1.29057  -0.9693
N 0.69276 -1.48221 0.24534  -0.2331
O 2.45101 -0.86147 -1.15468  -0.5199
F 1.75552 1.19882 1.33002  -0.2966
F 1.47930 2.03301 -0.62337  -0.2547
H 0.45331 0.12546 -2.58127  0.3014
H 0.10423 -1.54935 -2.58832  0.4160
H -1.94566 -0.38312 -2.10623  0.3974
H -1.56490 -0.78099 -0.47051  0.2655
H -1.11897 2.11209 -1.56212  0.3104
H -2.45787 1.41543 -0.68684  0.3198
H -1.04385 2.56242 1.01667  0.3724
H -0.63723 0.96590 2.60414  0.3671
H -0.44737 -0.41708 1.22903  0.1898
H -2.13620 0.43330 1.63992  0.3449
H 0.85840 -2.76638 1.82513  0.3086
H 2.40862 -2.35927 0.88307  0.4727
H 1.73303 -1.24503 2.05263  0.2462


# 5
A molecular structure, C8H18Br2FN2O2Pt. Source: the Open Molecules 2025 dataset; level of theory: ωB97M-V/def2-TZVPD.

Calculated values
Net charge: +1
Lowest unoccupied orbital energy (alpha / beta) (eV): -8.17 / -8.94
Spin multiplicity: 3
ΔE to the lowest compared entry with this formula, charge and spin (eV): 1.511
Gap between HOMO and LUMO (alpha / beta) (eV): 3.11 / 2.27

Each line ends with the Mulliken charge.
CARTESIAN COORDINATES (ANGSTROEM)
Pt -3.14437 -1.12182 3.79761  0.9673
F -0.74485 -0.18295 1.86508  -0.0937
Br 4.93740 -3.48483 -1.86818  -0.1084
C 4.14316 -1.67295 -2.20821  -0.5262
C 2.68660 -1.81473 -2.71069  -0.6389
Br 2.60287 -3.26381 -4.13868  -0.1327
H 4.76481 -1.04426 -2.84572  0.3578
H 4.11879 -1.10289 -1.27948  0.3291
H 2.13982 -0.94036 -3.06367  0.4074
H 2.02768 -2.12789 -1.90083  0.3122
C -5.70886 -2.55179 -0.85658  0.1189
O -5.17613 -2.56239 0.27730  -0.6470
N -4.95391 -2.73925 -1.96700  0.0748
C -5.62678 -2.63074 -3.24475  -0.9590
C -3.58885 -3.33811 -2.00173  -0.8604
H -6.75440 -2.32483 -1.11648  0.3397
H -6.24781 -1.73770 -3.31471  0.3870
H -6.11226 -3.57726 -3.48247  0.3316
H -4.81322 -2.53348 -3.96361  0.2866
H -3.60174 -4.42377 -1.90533  0.3327
H -3.00735 -3.08372 -2.88787  0.3230
H -2.99976 -3.03901 -1.13478  0.2815
C 1.80834 4.34829 2.36899  0.0835
O 1.23258 5.38862 2.00942  -0.5454
N 2.68190 4.25349 3.38703  0.0572
C 3.50285 3.05871 3.40791  -0.9250
C 3.16753 5.41159 4.04679  -0.9172
H 1.71892 3.45445 1.73239  0.3562
H 2.84405 2.19323 3.33696  0.3408
H 4.04420 2.93577 4.34595  0.3084
H 4.13870 3.01279 2.52378  0.3483
H 2.50963 6.28019 4.01860  0.3333
H 3.29069 5.17794 5.10430  0.3264
H 4.11978 5.78361 3.66875  0.3504


no.,total energy (eV)
1,-62286.413
2,-111368.607
3,-19672.415
4,-17474.037
5,-161695.702